Density functional theory data (ωB97M-V/def2-TZVPD) for a structure of composition C28H24N8O4Rh.

Atoms and positions in Å:
Rh 0.031 0.024 -0.426
C 0.527 4.017 -3.931
C -0.640 3.268 -4.016
C -1.098 2.565 -2.923
C -0.368 2.580 -1.725
C 0.812 3.335 -1.645
C 1.243 4.054 -2.741
N -0.808 1.852 -0.642
C -1.998 2.053 -0.034
C -2.853 3.154 -0.180
C -4.064 3.167 0.492
C -4.439 2.106 1.311
C -3.584 1.030 1.520
C -2.356 1.004 0.869
N -1.408 0.023 0.933
N -1.564 -1.031 1.688
C -0.658 -1.977 1.496
C -0.669 -3.180 2.239
C 0.302 -4.113 1.999
C 1.293 -3.846 1.041
C 1.264 -2.653 0.347
N 0.304 -1.747 0.533
H 0.877 4.566 -4.794
H -1.196 3.235 -4.940
H -1.995 1.966 -2.978
H 1.348 3.372 -0.710
H 2.142 4.649 -2.672
H -2.557 3.979 -0.809
H -4.730 4.008 0.377
H -5.401 2.118 1.797
H -3.863 0.214 2.164
H -1.455 -3.322 2.962
H 0.318 -5.045 2.540
H 2.080 -4.558 0.852
H 2.024 -2.414 -0.386
C -3.771 -0.398 -2.193
C -2.548 -0.970 -2.794
N -1.334 -0.829 -2.300
C -0.473 -1.451 -3.162
C -1.194 -1.993 -4.203
N -2.499 -1.671 -3.943
C -0.854 -2.796 -5.416
O 0.406 -3.086 -5.613
O -1.754 -3.143 -6.140
C 0.994 -1.359 -2.937
O 1.773 -1.924 -3.702
O 1.350 -0.647 -1.944
H -3.496 0.187 -1.320
H -4.457 -1.185 -1.884
H -4.287 0.242 -2.908
H -3.254 -1.943 -4.558
H 1.038 -2.704 -4.929
N 5.583 3.284 0.892
C 4.460 2.566 0.721
C 3.481 2.455 1.724
C 2.347 1.713 1.497
N 2.115 1.076 0.348
C 3.036 1.174 -0.615
C 4.195 1.896 -0.484
H 5.806 3.693 1.781
H 6.300 3.276 0.188
H 3.625 2.948 2.672
H 1.587 1.626 2.262
H 2.835 0.655 -1.539
H 4.896 1.940 -1.302

The multiplicity is 1. The value obtained for the highest occupied orbital energy (alpha / beta) is -10.3 / -10.6 eV. Its net charge is +1.